Entry 1:
DFT (the ωB97M-V functional and the def2-TZVPD basis) results for a molecular structure, C33H34ClN6O5Ta.

Structure (XYZ):
```
80
C33H34ClN6O5Ta (the ωB97M-V functional and the def2-TZVPD basis)
Ta 0.63009 -0.01802 -0.07340
C -1.99905 -4.16949 -0.35235
O -2.79109 -3.07242 0.11242
C -2.04982 -2.01116 0.14217
N -0.80191 -2.12479 -0.21144
C -0.58071 -3.55661 -0.52035
C 0.39436 -4.24083 0.40679
C 1.39068 -5.05177 -0.13051
C 2.14132 -5.86907 0.69747
C 1.92771 -5.85905 2.06696
C 0.95842 -5.02467 2.61098
C 0.18681 -4.22516 1.78468
C -2.68566 -0.72848 0.44350
C -4.00813 -0.62476 0.87318
C -4.58179 0.63957 0.91808
C -3.83682 1.73650 0.50290
C -2.50530 1.53861 0.13179
N -1.93953 0.33093 0.13024
C -1.66258 2.59199 -0.44606
N -0.42736 2.39099 -0.78120
C 0.03920 3.60578 -1.45977
C -1.22288 4.51882 -1.43404
O -2.19241 3.74898 -0.71833
C 0.50757 3.40656 -2.88760
C 1.03047 4.52143 -3.54893
C 1.33673 4.45355 -4.89416
C 1.15936 3.26363 -5.58757
C 0.68883 2.13755 -4.92217
C 0.34986 2.21182 -3.58107
H -2.43665 -4.55118 -1.27989
H -2.03057 -4.96001 0.40323
H -0.23654 -3.65042 -1.55443
H 1.53733 -5.07574 -1.19880
H 2.87386 -6.53214 0.26801
H 2.49592 -6.50538 2.71614
H 0.75989 -5.02714 3.67191
H -0.59891 -3.60843 2.20284
H -4.56795 -1.50983 1.13749
H -5.60904 0.75908 1.22803
H -4.27603 2.72073 0.44457
H 0.85728 4.03643 -0.87108
H -1.61828 4.69653 -2.43862
H -1.08562 5.47724 -0.93043
H 1.16573 5.45164 -3.01945
H 1.69257 5.33106 -5.40952
H 1.37210 3.21553 -6.64322
H 0.56147 1.21327 -5.46310
H -0.08079 1.34502 -3.08470
N 0.54401 -0.84260 4.22102
C 0.80106 -0.83419 2.93416
O 0.02065 -0.27575 2.11657
C 2.05811 -1.51023 2.44738
C 2.16669 -1.50266 0.92382
H -0.26480 -0.35722 4.59355
H 1.14674 -1.30364 4.89249
H 2.06409 -2.54108 2.81512
H 2.90366 -1.00678 2.92240
H 1.92639 -2.50312 0.55758
H 3.19297 -1.29043 0.63011
Cl 1.63647 -3.16387 -5.22604
C 2.21804 -1.94758 -4.18167
C 3.43674 -1.30215 -4.42311
C 3.85085 -0.32500 -3.53894
C 3.06262 -0.01168 -2.44347
N 1.89586 -0.62411 -2.19913
C 1.48683 -1.57254 -3.04931
H 4.04014 -1.57086 -5.27698
H 4.78737 0.19156 -3.68091
H 3.37408 0.75281 -1.75064
H 0.54409 -2.05832 -2.84464
N 4.36346 3.06275 2.61271
C 4.13410 2.66037 1.20250
C 2.82646 1.83243 1.11732
O 2.24068 1.53717 2.15251
O 2.43817 1.48282 -0.03563
H 5.23780 2.68168 3.00326
H 3.55359 2.67801 3.15262
H 4.40352 4.08537 2.73568
H 4.96039 2.04949 0.82789
H 4.06308 3.52860 0.54350
```

Computed properties:
- highest occupied orbital energy (eV) = -18.024
- strongest force on any atom (eV/Å) = 3.3
- energy above the lowest of the compared OMol25 structures with the same formula, charge and spin (kcal per mole) = 92.3
- charge = +4
- E_tot (eV) = -67988.0836



Entry 2:
DFT (the ωB97M-V functional and the def2-TZVPD basis) results for a molecular structure, C33H34GeN2O3RuS5Sb.

Structure (XYZ):
```
80
C33H34GeN2O3RuS5Sb (the ωB97M-V functional and the def2-TZVPD basis)
Ru 0.99074 0.29294 -0.26294
S 4.70543 3.61800 0.21163
Sb 2.48963 3.02169 0.01457
S 1.86461 1.49920 1.76724
S 2.28072 1.62499 -1.94501
S 1.12475 4.86666 -0.02182
C 4.15054 -3.70579 -4.07133
C 4.01024 -2.18476 -4.17256
N 2.72612 -1.75745 -3.66702
C 1.74691 -1.21424 -4.57361
C 0.82156 -2.26826 -5.17978
C 2.51395 -1.75599 -2.32558
S 0.86941 -1.73923 -1.81849
N 3.57952 -1.89556 -1.56227
C 3.57430 -1.62864 -0.24992
O 2.59246 -1.27182 0.43965
C 4.90570 -1.75341 0.39738
C 5.94182 -2.47052 -0.19981
C 7.15562 -2.60892 0.44579
C 7.35913 -2.01993 1.68504
C 6.34057 -1.28559 2.27183
C 5.12166 -1.15298 1.63641
H 5.11737 -4.03306 -4.45697
H 3.35698 -4.20252 -4.62666
H 4.06935 -3.99468 -3.02633
H 4.09834 -1.86179 -5.21318
H 4.80274 -1.71456 -3.58359
H 2.27873 -0.67735 -5.36767
H 1.14478 -0.48866 -4.02104
H 1.38137 -3.02517 -5.72668
H 0.12401 -1.79110 -5.86484
H 0.26027 -2.74670 -4.38197
H 5.77170 -2.91000 -1.17090
H 7.95992 -3.17191 -0.01222
H 8.31414 -2.12542 2.18821
H 6.50241 -0.80560 3.22711
H 4.32432 -0.57277 2.07880
O -0.74955 0.98579 -2.13221
C -1.28765 1.69596 -1.28661
O -0.92023 1.73855 -0.07153
C -2.52595 2.52464 -1.59002
C -3.66634 1.81575 -0.88034
Ge -3.18476 1.32969 1.01862
C -2.94506 2.93925 2.17374
C -1.78418 3.69950 2.14267
C -1.67756 4.86137 2.88650
C -2.73432 5.27989 3.67543
C -3.89400 4.52384 3.72526
C -3.99611 3.36268 2.98059
C -4.94592 0.53791 1.63519
C -6.16724 1.15797 1.40171
C -7.35905 0.59714 1.82589
C -7.35352 -0.61479 2.49593
C -6.14922 -1.25573 2.73169
C -4.96579 -0.67858 2.30592
C -1.95612 -0.20665 1.27106
C -2.01254 -1.29042 0.40322
C -1.09602 -2.32375 0.50499
C -0.09643 -2.27282 1.46670
C -0.01919 -1.18433 2.32342
C -0.95200 -0.16051 2.22932
H -2.69525 2.59647 -2.66690
H -2.36819 3.52015 -1.16864
H -3.92323 0.89620 -1.41201
H -4.56311 2.43802 -0.86981
H -0.95639 3.38862 1.52401
H -0.76817 5.44048 2.82944
H -2.66224 6.19362 4.25144
H -4.72655 4.84275 4.34150
H -4.90371 2.77363 3.02339
H -6.18828 2.10597 0.87943
H -8.29979 1.10054 1.63431
H -8.28316 -1.05861 2.83067
H -6.13586 -2.20906 3.24700
H -4.02473 -1.18228 2.49077
H -2.78174 -1.32556 -0.35992
H -1.14343 -3.15672 -0.18243
H 0.62686 -3.07254 1.54092
H 0.76317 -1.13278 3.06825
H -0.89928 0.68964 2.89994
```

Computed properties:
- highest occupied orbital energy (spin up / spin down) (eV) = -1.639 / -1.634
- strongest force on any atom (eV/Å) = 2.1
- ⟨S²⟩ = 0.80
- charge = -2
- E_tot (eV) = -163711.2982
- 2S+1 = 2



Entry 3:
DFT (the ωB97M-V functional and the def2-TZVPD basis) results for a molecular structure, C33H34IN3PRuS.

Structure (XYZ):
```
74
C33H34IN3PRuS (the ωB97M-V functional and the def2-TZVPD basis)
Ru 0.67339 0.77332 0.23953
C -0.65248 1.28440 3.04531
N 0.65049 1.05393 2.37594
C 1.28045 -0.13798 3.00157
C 1.51236 2.23801 2.64591
C 2.70726 2.18123 1.74984
C 3.93825 2.71382 2.10114
C 5.00287 2.62556 1.21506
C 4.84301 1.99122 -0.01448
C 3.61327 1.45863 -0.36808
C 2.51437 1.56216 0.50188
H -0.48639 1.41832 4.11651
H -1.30501 0.43543 2.89161
H -1.12202 2.18282 2.65284
H 1.38877 0.02965 4.07571
H 2.26168 -0.31757 2.56975
H 0.64793 -1.00694 2.84154
H 1.77372 2.26140 3.70656
H 0.90905 3.12347 2.43161
H 4.07479 3.18633 3.06621
H 5.96572 3.03655 1.48798
H 5.68261 1.90375 -0.69119
H 3.54392 0.94898 -1.32357
I 1.02334 0.50950 -2.37993
C -0.46271 -0.57217 -3.36917
C -0.37215 -0.31802 -4.73991
C -1.19296 -0.95364 -5.65059
C -2.11728 -1.86955 -5.18081
C -2.23267 -2.14063 -3.81010
C -3.18371 -3.10502 -3.43202
C -3.35561 -3.44306 -2.10525
C -2.60436 -2.78428 -1.15293
C -1.62000 -1.82152 -1.45981
P -0.76148 -1.23124 0.06779
C 0.47945 -2.51246 0.35440
C 0.19199 -3.84959 0.62933
C 1.22786 -4.73908 0.86801
C 2.54908 -4.30963 0.82409
C 2.84812 -2.98475 0.53796
C 1.81313 -2.09573 0.30241
C -2.07109 -1.30505 1.29432
C -3.19374 -0.49972 1.09057
C -4.19314 -0.45360 2.04795
C -4.07159 -1.19853 3.21780
C -2.95081 -1.98980 3.42952
C -1.94776 -2.04503 2.47155
C -1.40600 -1.48487 -2.82883
H 0.36420 0.38798 -5.10288
H -1.10594 -0.74613 -6.70815
H -2.76145 -2.39492 -5.87422
H -3.77686 -3.58213 -4.20231
H -4.07166 -4.19885 -1.81364
H -2.77958 -3.03397 -0.11603
H -0.82942 -4.20574 0.65536
H 1.00454 -5.77509 1.08457
H 3.34948 -5.01408 1.00773
H 3.87683 -2.65222 0.49440
H 2.08261 -1.06138 0.05623
H -3.29012 0.09214 0.18643
H -5.06742 0.16289 1.88710
H -4.85311 -1.16181 3.96497
H -2.86018 -2.56909 4.33862
H -1.07625 -2.66141 2.64801
C -0.45882 5.73173 -2.37210
N -0.85290 4.56474 -1.57807
C -0.00330 3.71594 -1.04679
N 1.29699 3.81344 -1.27059
S -0.65877 2.52527 0.08091
H -1.35563 6.27979 -2.64134
H 0.04318 5.42066 -3.28844
H 0.18783 6.38802 -1.78815
H -1.83299 4.42593 -1.38242
H 1.67894 4.55924 -1.83470
H 1.93585 3.24006 -0.73007
```

Computed properties:
- highest occupied orbital energy (spin up / spin down) (eV) = -15.806 / -15.806
- strongest force on any atom (eV/Å) = 1.7
- energy above the lowest of the compared OMol25 structures with the same formula, charge and spin (kcal per mole) = 4.5
- charge = +3
- E_tot (eV) = -70024.7892